Record 1
{"formula": "H20O10", "method": "wB97M-V/def2-TZVPD", "symbols": ["O", "H", "H", "O", "H", "H", "O", "H", "H", "O", "H", "H", "O", "H", "H", "O", "H", "H", "O", "H", "H", "O", "H", "H", "O", "H", "H", "O", "H", "H"], "xyz": [[-0.0807, 0.9178, 0.7895], [0.4004, 0.7287, -0.0240], [-1.0077, 0.8777, 0.5284], [-3.3066, 4.5687, -0.7494], [-3.9146, 5.1938, -1.1599], [-3.3771, 3.7787, -1.2971], [-4.4883, -0.5795, -1.0631], [-5.2154, 0.0163, -1.2760], [-4.8131, -1.0863, -0.3103], [0.9923, 1.7240, 2.5225], [0.0951, 1.4081, 2.6784], [1.3999, 1.0240, 2.0002], [1.6837, -2.3122, -0.8253], [1.2412, -1.5533, -0.4287], [1.0934, -2.5818, -1.5379], [2.3644, 2.1819, -0.6894], [3.2918, 2.1045, -0.9404], [2.0210, 1.2860, -0.7815], [4.5232, 0.4666, -3.1765], [5.3781, 0.0237, -3.2197], [4.0233, -0.0505, -2.5349], [-0.3822, -3.3607, 0.7372], [-0.1746, -2.4249, 0.8382], [-0.2934, -3.5198, -0.2093], [1.5468, 0.0345, 3.9984], [1.8718, -0.8538, 4.1836], [2.1276, 0.3557, 3.2996], [-2.6924, -2.7402, -0.6087], [-2.3443, -2.3548, 0.2032], [-1.9637, -3.2727, -0.9469]], "lowdin_charge": [-0.048, 0.029, 0.075, -0.061, 0.033, 0.028, -0.073, 0.032, 0.030, -0.111, 0.049, 0.011, -0.040, 0.013, 0.047, -0.031, 0.039, 0.001, -0.057, 0.039, 0.022, -0.047, 0.028, 0.017, -0.071, 0.041, 0.022, -0.058, 0.024, 0.016], "smiles": "O.O.O.O.O.O.O.O.O.O", "e_homo_ev": -9.78, "total_charge": 0, "gap_ev": 9.19, "multiplicity": 1, "relative_energy_kcal_mol": 133.9}


Record 2
{"formula": "C14H27ClDyIN2P2S", "method": "wB97M-V/def2-TZVPD", "symbols": ["C", "I", "H", "H", "H", "Dy", "P", "C", "C", "H", "H", "H", "H", "H", "H", "C", "H", "H", "H", "P", "C", "C", "H", "H", "H", "C", "H", "H", "H", "H", "H", "H", "Cl", "N", "C", "N", "C", "C", "C", "C", "C", "C", "S", "H", "H", "H", "H", "H", "H"], "xyz": [[-3.4094, -2.3524, -0.2154], [-5.0437, -1.7275, 0.7653], [-3.4627, -3.1587, 0.3815], [-2.3042, -2.1217, 0.0865], [-3.5579, -2.8688, -1.1584], [0.0496, 1.3449, -0.3115], [-0.8783, -1.1250, 2.2160], [0.4207, -1.2399, 3.5140], [-2.1455, -0.3550, 3.3460], [-2.1885, -0.9582, 4.2638], [-1.8013, -2.9371, 3.5911], [-3.1248, -0.3364, 2.8419], [-2.4405, -2.9522, 1.9758], [0.9056, -0.2639, 3.6368], [-1.8212, 0.6672, 3.5927], [-1.5314, -2.7997, 2.5430], [-0.0346, -1.5302, 4.4698], [-0.7850, -3.5555, 2.2973], [1.1740, -1.9810, 3.2268], [-1.0168, 0.9310, -2.8054], [0.1748, 1.7691, -3.9445], [-1.6687, -0.2505, -4.0183], [-3.3407, 1.5888, -2.4999], [-2.5928, 2.3511, -3.9417], [-2.2460, 2.9864, -2.2976], [-2.4378, 2.0828, -2.8928], [-2.4288, -0.8986, -3.5858], [-2.1434, 0.2942, -4.8299], [-0.2469, 1.6943, -4.9568], [1.1318, 1.2073, -3.8907], [-0.8735, -0.8666, -4.4307], [0.3301, 2.8244, -3.6609], [-2.7858, -0.3502, -1.3939], [2.1439, -0.8648, -2.3746], [2.8448, -0.1261, -1.4888], [2.0725, 0.5266, -0.5442], [2.8436, 0.9674, 0.5838], [2.1993, 1.6509, 1.6359], [3.0411, 2.2883, 2.5513], [4.4221, 2.1866, 2.4719], [5.0307, 1.5075, 1.3836], [4.2154, 0.8795, 0.4183], [4.5210, 0.0898, -1.2688], [1.3215, -1.3102, -1.9382], [2.5669, -1.3140, -3.1640], [1.1442, 1.5063, 1.9158], [2.5604, 2.8206, 3.3822], [5.0962, 2.6422, 3.2164], [6.1003, 1.4370, 1.3052]], "lowdin_charge": [-0.907, 1.010, -0.101, 0.008, 0.038, 1.318, 0.757, -0.299, -0.287, 0.052, 0.063, -0.004, -0.017, 0.023, 0.041, -0.300, 0.058, 0.059, 0.050, 0.462, -0.263, -0.307, 0.002, 0.067, 0.049, -0.311, -0.008, 0.063, 0.060, 0.031, 0.056, 0.056, 0.309, 0.129, -0.676, -0.217, -0.351, -0.126, -0.053, -0.032, -0.013, -0.321, 1.151, 0.131, 0.124, 0.039, 0.131, 0.135, 0.120], "s_squared": 9.744, "e_homo_ev": [-14.37, -13.60], "total_charge": 2, "gap_ev": [7.73, 4.63], "multiplicity": 6}


Record 3
{"formula": "C28H19ClF6N5O7Re", "method": "wB97M-V/def2-TZVPD", "symbols": ["Re", "O", "C", "C", "C", "C", "C", "C", "C", "O", "N", "N", "C", "C", "C", "C", "C", "C", "N", "H", "H", "H", "H", "H", "H", "H", "H", "H", "H", "O", "C", "O", "C", "C", "Cl", "N", "N", "C", "C", "O", "O", "C", "C", "C", "C", "C", "C", "H", "H", "H", "H", "H", "H", "C", "C", "O", "C", "F", "F", "F", "C", "F", "F", "F", "H", "H", "H"], "xyz": [[-0.0218, -0.0665, 0.6448], [-1.5257, -2.8210, 3.8293], [-2.2512, -1.9050, 4.4829], [-2.9471, -2.3611, 5.6076], [-3.6976, -1.4942, 6.3660], [-3.7836, -0.1370, 6.0346], [-3.1135, 0.3253, 4.9327], [-2.3458, -0.5426, 4.1306], [-1.6871, 0.0129, 2.9721], [-1.0724, -0.8131, 2.1260], [-1.6977, 1.2928, 2.7006], [-0.9810, 1.5110, 1.5708], [-0.9121, 2.7001, 1.0662], [-0.2102, 2.7542, -0.1844], [-0.0078, 3.9077, -0.9323], [0.6516, 3.8176, -2.1422], [1.0905, 2.5729, -2.5843], [0.8570, 1.4598, -1.8076], [0.2165, 1.5408, -0.6300], [-1.0666, -2.4341, 3.0750], [-2.8648, -3.4100, 5.8578], [-4.2239, -1.8698, 7.2340], [-4.3690, 0.5387, 6.6424], [-3.1594, 1.3691, 4.6559], [-1.3935, 3.5486, 1.5320], [-0.3652, 4.8544, -0.5513], [0.8292, 4.7029, -2.7371], [1.6197, 2.4626, -3.5197], [1.1936, 0.4743, -2.1051], [-3.3720, -4.6286, -2.5259], [-2.9244, -4.2823, -1.3117], [-2.7110, -5.0785, -0.4545], [-2.6686, -2.8154, -1.0957], [-3.5997, -1.7975, -0.9755], [-5.2729, -1.8316, -1.2265], [-2.9597, -0.6641, -0.6070], [-1.6467, -0.9104, -0.5044], [-1.4577, -2.1976, -0.7791], [-0.0381, -2.6723, -0.6670], [0.3370, -3.7393, -1.0394], [0.7246, -1.7542, -0.0685], [-3.4857, 0.6592, -0.4491], [-3.1825, 1.6142, -1.4090], [-3.6709, 2.9011, -1.2466], [-4.4473, 3.2144, -0.1384], [-4.7450, 2.2451, 0.8095], [-4.2630, 0.9536, 0.6593], [-3.3971, -3.8773, -3.1298], [-2.5883, 1.3427, -2.2738], [-3.4590, 3.6553, -1.9936], [-4.8326, 4.2187, -0.0182], [-5.3538, 2.4932, 1.6686], [-4.4784, 0.1863, 1.3932], [4.0687, 0.5638, 1.7393], [2.7010, 0.0525, 2.1718], [1.7332, 0.4955, 1.2647], [2.2961, 0.7086, 3.5157], [1.0748, 0.2997, 3.9124], [3.1520, 0.4487, 4.4994], [2.2303, 2.0379, 3.3683], [2.7519, -1.4857, 2.3013], [3.6359, -1.8616, 3.2312], [1.5568, -1.9957, 2.6482], [3.1114, -2.0352, 1.1435], [4.0298, 1.6470, 1.6544], [4.3149, 0.1346, 0.7703], [4.8370, 0.2845, 2.4574]], "lowdin_charge": [1.769, 0.112, -0.236, 0.010, -0.044, -0.070, -0.021, -0.086, -0.360, -0.181, 0.121, -0.132, -0.016, -0.234, 0.016, -0.016, -0.016, -0.074, -0.056, 0.081, 0.129, 0.117, 0.109, 0.112, 0.150, 0.132, 0.125, 0.124, 0.131, 0.149, -0.480, 0.184, -0.043, -0.578, 0.850, -0.046, -0.003, -0.104, -0.492, 0.193, -0.181, -0.233, -0.019, -0.067, -0.059, -0.047, -0.020, 0.123, 0.125, 0.114, 0.115, 0.118, 0.128, 0.038, -0.391, -0.249, -0.563, 0.153, 0.189, 0.163, -0.575, 0.182, 0.145, 0.174, 0.102, 0.104, 0.108], "s_squared": 0.790, "e_homo_ev": [-11.24, -11.22], "total_charge": 1, "gap_ev": [6.64, 6.26], "multiplicity": 2, "relative_energy_kcal_mol": 14.1}


Record 4
{"formula": "CH4N2O2", "method": "wB97M-V/def2-TZVPD", "symbols": ["N", "O", "N", "C", "O", "H", "H", "H", "H"], "xyz": [[1.5190, 0.6058, 0.0216], [0.7958, -0.4320, 0.8197], [-0.1663, -1.0769, 0.1017], [-1.3824, -0.2108, -0.1611], [-1.5280, 0.8144, 0.4744], [0.7106, 1.3862, 0.0309], [2.4082, 0.8964, 0.4596], [0.0091, -1.6020, -0.8353], [-2.3658, -0.3812, -0.9115]], "lowdin_charge": [0.031, -0.222, -0.063, -0.262, -0.014, 0.119, 0.077, 0.157, 0.177], "smiles": "NONC=O", "e_homo_ev": -9.86, "total_charge": 0, "gap_ev": 10.85, "multiplicity": 1, "relative_energy_kcal_mol": 100.7}


Calculated total energy: -764.26851; -3382.31509; -3016.42662; -300.32718 (Eh)